A molecular structure, C29H30ClMnN7OS. Source: the Open Molecules 2025 dataset; level of theory: wB97M-V/def2-TZVPD.

Element x y z (Å)
Mn 0.194 -0.015 -0.033
O 0.110 0.223 1.964
N 1.197 0.132 2.714
C 1.058 0.153 4.052
C 2.144 0.074 4.880
C 3.424 -0.010 4.323
C 3.555 -0.030 2.957
C 2.424 0.032 2.134
S 2.523 -0.004 0.442
H 0.044 0.243 4.409
H 2.002 0.080 5.947
H 4.293 -0.050 4.960
H 4.519 -0.096 2.480
C 2.689 0.042 -5.314
C 1.320 0.045 -5.542
C 0.440 0.021 -4.489
C 0.898 -0.014 -3.155
C 2.285 0.008 -2.941
C 3.159 0.033 -4.010
N -0.029 -0.055 -2.137
N -1.264 -0.234 -2.544
C -2.215 -0.111 -1.622
C -3.570 -0.149 -2.001
C -4.546 0.038 -1.053
C -4.192 0.236 0.277
C -2.852 0.233 0.660
C -1.825 0.067 -0.251
H 3.379 0.054 -6.143
H 0.934 0.070 -6.548
H -0.625 0.031 -4.655
H 2.689 -0.001 -1.938
H 4.221 0.045 -3.822
H -3.798 -0.302 -3.044
H -5.586 0.049 -1.338
H -4.951 0.402 1.025
H -2.635 0.385 1.712
Cl 1.859 5.018 -2.208
C 0.892 4.195 -1.052
C 0.133 4.905 -0.128
C -0.614 4.176 0.782
C -0.591 2.795 0.726
N 0.133 2.110 -0.167
C 0.867 2.804 -1.039
H 0.125 5.982 -0.139
H -1.213 4.671 1.529
H -1.176 2.212 1.422
H 1.457 2.252 -1.757
C -1.851 -4.275 3.037
C -2.338 -2.866 2.736
N -1.324 -2.223 1.934
C -0.700 -2.825 0.900
N 0.035 -2.071 0.088
C 0.876 -2.801 -0.858
C 0.119 -3.987 -1.437
C -0.208 -4.918 -0.287
N -0.791 -4.166 0.808
C -1.606 -4.968 1.707
H -2.589 -4.830 3.615
H -0.921 -4.220 3.607
H -2.476 -2.289 3.652
H -3.296 -2.897 2.201
H -1.247 -1.215 1.963
H 1.776 -3.151 -0.335
H 1.188 -2.133 -1.661
H 0.722 -4.505 -2.178
H -0.794 -3.627 -1.913
H 0.701 -5.421 0.067
H -0.925 -5.684 -0.592
H -1.082 -5.912 1.872
H -2.564 -5.192 1.221

Values from the calculation:
E_HOMO (spin up / spin down) ... -0.3896 / -0.3928 Ha
E ... -97710.6277 eV
Net charge ... +1
Orbital gap (spin up / spin down) ... 6.88 / 6.82 eV
Expectation value of S² ... 6.100
LUMO (spin up / spin down) ... -3.72 / -3.87 eV
2S+1 ... 5

A molecular structure, C29H30ClN4O2RuS. Source: the Open Molecules 2025 dataset; level of theory: wB97M-V/def2-TZVPD.

Element x y z (Å)
Ru -18.160 4.777 4.101
C -22.935 2.073 3.039
C -21.792 2.610 2.507
C -20.573 2.457 3.190
C -20.606 1.860 4.461
C -19.428 1.490 5.193
C -19.412 0.857 6.439
C -20.646 0.555 7.020
C -21.799 0.897 6.419
C -21.761 1.481 5.121
C -22.929 1.593 4.321
H -23.836 2.065 2.446
H -21.878 3.168 1.532
H -19.689 2.728 2.619
H -18.517 0.638 6.957
H -20.661 0.142 8.056
H -22.790 0.553 6.684
H -23.880 1.314 4.711
Cl -19.846 5.444 6.271
C -20.101 5.712 4.472
H -20.407 6.737 4.140
H -20.766 4.975 4.115
C -12.563 4.966 4.565
C -13.891 5.484 4.917
C -14.384 6.686 5.241
C -15.782 6.569 5.290
N -16.115 5.297 4.992
N -14.989 4.666 4.689
C -16.830 7.548 5.546
H -11.825 5.810 4.629
H -12.632 4.670 3.547
H -12.049 4.148 5.028
H -13.929 7.623 5.268
H -14.942 3.645 4.431
H -17.463 7.648 4.678
H -16.389 8.499 5.848
H -17.339 7.220 6.442
O -13.042 9.115 3.059
C -12.989 8.794 1.679
N -14.005 7.917 1.139
C -13.881 6.549 1.092
O -12.853 5.940 1.294
C -15.149 5.730 0.859
C -15.308 4.801 -0.129
C -16.358 3.878 -0.092
C -17.154 3.868 1.050
N -17.031 4.750 2.051
C -16.025 5.660 1.938
H -13.742 9.759 3.225
H -11.993 8.231 1.513
H -13.000 9.749 1.191
H -14.759 8.381 0.716
H -14.511 4.771 -0.947
H -16.504 3.158 -0.886
H -17.933 3.092 1.231
H -15.971 6.433 2.708
S -17.895 2.133 4.449
C -16.611 2.133 5.673
C -15.508 1.323 5.542
C -14.401 1.480 6.371
C -14.510 2.325 7.431
C -15.622 3.148 7.564
C -16.717 3.067 6.698
H -15.494 0.696 4.666
H -13.539 0.894 6.052
H -13.659 2.525 8.102
H -15.617 3.916 8.359
H -17.572 3.748 6.939

Values from the calculation:
E_HOMO (spin up / spin down) ... -0.3727 / -0.3896 Ha
E ... -66546.2492 eV
Net charge ... +1
Orbital gap (spin up / spin down) ... 7.62 / 7.23 eV
Expectation value of S² ... 6.010
LUMO (spin up / spin down) ... -2.53 / -3.37 eV
2S+1 ... 5

A molecular structure, C29H30ClN4O4Tl. Source: the Open Molecules 2025 dataset; level of theory: wB97M-V/def2-TZVPD.

Element x y z (Å)
Tl 12.338 -9.587 11.972
O 6.182 -8.207 12.967
C 6.598 -7.286 12.335
O 5.895 -6.243 12.146
C 8.002 -7.327 11.732
C 8.574 -6.442 10.898
Cl 8.086 -4.964 10.275
N 9.830 -6.878 10.558
N 10.064 -8.013 11.174
C 8.999 -8.294 11.875
C 9.159 -9.555 12.732
O 8.264 -9.964 13.457
O 10.264 -10.088 12.725
C 10.822 -6.406 9.618
C 10.489 -6.250 8.257
C 11.481 -5.890 7.370
C 12.772 -5.676 7.846
C 13.130 -5.834 9.201
C 12.122 -6.195 10.102
H 7.393 -9.402 13.404
H 9.466 -6.400 7.885
H 11.256 -5.756 6.334
H 13.563 -5.393 7.149
H 14.147 -5.582 9.527
H 12.322 -6.275 11.163
C 19.137 -6.362 12.976
C 18.944 -7.852 13.356
C 19.216 -8.167 14.849
C 19.912 -8.676 12.495
C 17.479 -8.268 13.070
C 16.431 -7.669 13.761
C 15.141 -8.032 13.517
N 14.810 -8.967 12.602
C 15.781 -9.608 11.921
C 17.096 -9.251 12.133
C 15.390 -10.736 10.985
C 16.383 -11.427 10.328
C 16.112 -12.486 9.413
C 14.753 -12.826 9.299
C 13.802 -12.092 9.987
N 14.101 -11.050 10.797
C 17.154 -13.243 8.598
C 18.570 -12.791 8.934
C 16.849 -12.968 7.115
C 17.030 -14.727 8.953
H 20.204 -6.114 13.107
H 18.539 -5.710 13.604
H 18.848 -6.198 11.941
H 20.290 -8.011 15.022
H 18.949 -9.195 15.131
H 18.621 -7.522 15.486
H 20.919 -8.380 12.777
H 19.815 -8.495 11.443
H 19.837 -9.750 12.705
H 16.639 -6.861 14.479
H 14.304 -7.582 14.036
H 17.849 -9.759 11.573
H 17.395 -11.066 10.416
H 14.430 -13.673 8.724
H 12.749 -12.317 9.885
H 18.727 -11.764 8.594
H 19.295 -13.420 8.410
H 18.795 -12.861 10.014
H 16.806 -11.906 6.928
H 15.904 -13.376 6.798
H 17.650 -13.345 6.477
H 17.159 -14.853 10.031
H 17.829 -15.282 8.437
H 16.070 -15.162 8.655

Values from the calculation:
E_HOMO (spin up / spin down) ... -0.5389 / -0.5389 Ha
E ... -61909.4200 eV
Net charge ... +2
Orbital gap (spin up / spin down) ... 5.49 / 6.13 eV
LUMO (spin up / spin down) ... -9.17 / -8.53 eV

A molecular structure, C29H30MnN6PTe. Source: the Open Molecules 2025 dataset; level of theory: wB97M-V/def2-TZVPD.

Element x y z (Å)
Mn -0.245 -0.624 -1.840
C 3.483 -1.797 1.948
N 2.880 -1.125 0.799
C 3.318 0.057 0.263
C 2.489 0.339 -0.780
N 1.557 -0.658 -0.891
C 1.804 -1.524 0.079
P 0.859 -3.040 0.380
C 0.654 -3.479 -1.351
N 0.152 -2.652 -2.250
C 0.119 -3.342 -3.431
C 0.605 -4.600 -3.232
N 0.944 -4.681 -1.908
C 1.502 -5.860 -1.250
C -0.772 -2.283 0.557
N -1.263 -1.368 -0.260
C -2.494 -1.018 0.225
C -2.750 -1.747 1.348
N -1.655 -2.543 1.554
C -1.501 -3.500 2.648
H 4.268 -1.155 2.337
H 3.916 -2.750 1.654
H 2.741 -1.956 2.727
H 4.166 0.587 0.664
H 2.500 1.185 -1.447
H -0.255 -2.906 -4.339
H 0.738 -5.429 -3.906
H 1.694 -6.609 -2.012
H 0.801 -6.264 -0.523
H 2.438 -5.615 -0.754
H -3.103 -0.271 -0.254
H -3.600 -1.765 2.008
H -2.395 -3.456 3.262
H -0.639 -3.245 3.259
H -1.387 -4.510 2.260
C -1.026 1.314 -2.803
C 0.093 0.859 -3.528
C -0.233 -0.379 -4.100
C -1.546 -0.704 -3.720
C -2.033 0.342 -2.921
H -1.113 2.262 -2.299
H 1.010 1.406 -3.687
H 0.404 -0.948 -4.758
H -2.110 -1.569 -4.034
H -3.033 0.416 -2.521
Te -0.190 1.519 0.991
C -1.880 2.516 1.718
C -2.629 3.315 0.856
C -3.743 3.995 1.333
C -4.117 3.868 2.664
C -3.379 3.065 3.521
C -2.258 2.388 3.052
C 1.108 3.162 0.999
C 1.034 4.104 -0.024
C 1.891 5.198 -0.026
C 2.830 5.348 0.986
C 2.911 4.407 2.003
C 2.052 3.314 2.013
H -2.345 3.409 -0.185
H -4.318 4.620 0.662
H -4.987 4.398 3.032
H -3.668 2.969 4.560
H -1.677 1.771 3.725
H 0.310 3.987 -0.820
H 1.826 5.930 -0.821
H 3.497 6.201 0.982
H 3.639 4.527 2.796
H 2.108 2.588 2.815

Values from the calculation:
E_HOMO (spin up / spin down) ... -0.3561 / -0.3666 Ha
E ... -87397.2818 eV
Net charge ... +1
Orbital gap (spin up / spin down) ... 7.49 / 7.63 eV
Expectation value of S² ... 0.772
LUMO (spin up / spin down) ... -2.20 / -2.35 eV
2S+1 ... 2

Q: Which formula does entry 2 have?
A: C29H30ClN4O2RuS

Q: Look up the net charge of the third one.
A: +2